No. 1
A structure of composition C5H13N4 at a distorted geometry. Source: the Open Molecules 2025 dataset; level of theory: ωB97M-V with the def2-TZVPD basis set.

Geometry (Å):
C (0.109, 0.066, 1.754)
C (0.581, -0.480, -0.468)
C (-0.406, 1.229, -0.224)
C (-1.641, 1.213, -0.999)
C (1.325, -2.051, 1.493)
N (0.692, -0.793, 0.954)
N (-0.416, 1.125, 1.241)
N (-0.194, -1.330, -1.247)
N (0.409, 2.339, -0.677)
H (0.216, -0.054, 2.833)
H (1.524, -0.455, -0.869)
H (-2.417, 0.536, -0.646)
H (-1.442, 0.751, -1.910)
H (-2.069, 2.148, -1.023)
H (0.875, -2.876, 0.976)
H (2.404, -2.042, 1.284)
H (1.187, -2.109, 2.532)
H (-0.766, 1.875, 1.661)
H (-1.136, -1.641, -1.092)
H (0.271, -2.153, -1.637)
H (1.380, 2.116, -0.390)
H (0.340, 2.413, -1.736)

- HOMO level: -12.70 eV
- 2S+1: 1
- Energy relative to the best compared isomer or geometry (same formula, charge and spin): 137.2 kJ/mol
- Charge: +1


No. 2
A structure of composition C5H13N5 at a distorted geometry. Source: the Open Molecules 2025 dataset; level of theory: ωB97M-V with the def2-TZVPD basis set.

Geometry (Å):
C (7.502, -0.756, 0.731)
C (-5.692, -0.637, -0.819)
C (7.195, -1.980, 1.270)
C (-5.011, -0.520, -2.076)
C (8.095, 1.492, -0.431)
N (-7.040, 1.187, 0.528)
N (7.865, 0.208, 0.199)
N (-5.888, 2.194, -0.954)
N (-6.081, -1.351, 0.097)
N (-6.295, 1.125, -0.527)
H (7.782, -2.060, 2.199)
H (7.627, -2.834, 0.717)
H (6.044, -2.256, 1.428)
H (-4.989, -1.563, -2.506)
H (-4.050, 0.037, -2.134)
H (-5.804, -0.069, -2.648)
H (8.383, 1.168, -1.431)
H (8.880, 2.031, 0.160)
H (7.279, 2.122, -0.469)
H (-7.316, 2.068, 0.950)
H (-5.527, 2.125, -1.922)
H (-5.810, -2.227, 0.345)
H (-7.269, 0.266, 0.902)

- HOMO level: -15.93 eV
- 2S+1: 1
- Energy relative to the best compared isomer or geometry (same formula, charge and spin): 260.3 kJ/mol
- Charge: +2


No. 3
The ion C5H13N6 with charge +1 at a distorted geometry. Source: the Open Molecules 2025 dataset; level of theory: ωB97M-V with the def2-TZVPD basis set.

Geometry (Å):
C (-0.980, 2.735, 0.852)
C (-1.008, 1.857, 2.238)
N (-1.982, 0.698, 2.243)
N (-1.944, -0.047, 1.075)
C (-0.866, -0.744, 0.587)
N (0.517, -0.817, 1.195)
C (1.258, -1.694, 0.164)
C (2.864, -2.064, 0.313)
N (3.609, -0.720, 0.181)
N (0.375, -2.166, -0.984)
N (-0.864, -1.582, -0.680)
H (-1.992, 2.755, 0.263)
H (-0.729, 3.862, 1.143)
H (-0.056, 2.365, 0.218)
H (-1.368, 2.604, 3.096)
H (0.072, 1.509, 2.533)
H (-2.990, 1.030, 2.325)
H (-2.847, -0.127, 0.518)
H (3.115, -2.782, -0.587)
H (3.164, -2.485, 1.363)
H (3.534, -0.210, 1.112)
H (3.155, -0.111, -0.535)
H (0.603, -2.783, -1.813)
H (-1.632, -1.770, -1.365)

- HOMO level: -12.38 eV
- 2S+1: 1
- Energy relative to the best compared isomer or geometry (same formula, charge and spin): 662.7 kJ/mol
- Charge: +1
- SMILES: CCNNc1nc(CN)[nH][nH+]1


No. 4
A cluster of 2 separate species, C5H13N8 in total at a distorted geometry. Source: the Open Molecules 2025 dataset; level of theory: ωB97M-V with the def2-TZVPD basis set.

Geometry (Å):
C (1.569, 0.973, -0.014)
C (2.034, -0.337, 0.086)
C (0.198, 1.185, -0.170)
C (1.159, -1.391, 0.064)
C (-0.696, 0.115, -0.125)
N (-0.193, -1.135, -0.101)
N (2.306, 2.129, -0.013)
N (3.401, -0.550, -0.046)
N (-0.112, 2.524, -0.143)
N (1.642, -2.742, 0.113)
N (-3.809, -0.727, 0.916)
N (-3.519, 0.362, -0.992)
N (-3.289, 0.302, 0.310)
H (-0.773, -1.936, -0.019)
H (1.886, 2.917, -0.455)
H (3.212, 1.887, -0.209)
H (3.794, -1.465, -0.162)
H (4.029, 0.003, 0.507)
H (0.370, 3.020, 0.606)
H (-1.125, 2.757, -0.103)
H (2.408, -3.015, 0.656)
H (0.937, -3.409, -0.042)
H (-4.105, -0.593, 1.888)
H (-4.170, -1.495, 0.390)
H (-3.922, -0.482, -1.479)
H (-3.234, 1.100, -1.461)

- HOMO level (alpha / beta): -10.37 / -10.36 eV
- 2S+1: 1
- Charge: +1


No. 5
A cluster of 2 separate species, C5H13NO in total at a distorted geometry. Source: the Open Molecules 2025 dataset; level of theory: ωB97M-V with the def2-TZVPD basis set.

Geometry (Å):
C (1.857, 1.682, -0.049)
C (0.677, 0.881, -0.582)
C (-0.598, 1.356, -0.109)
N (-1.291, 1.905, -1.266)
O (-0.972, 1.291, 1.003)
H (2.735, 1.492, -0.602)
H (1.898, 1.412, 1.086)
H (1.580, 2.732, -0.236)
H (0.704, 0.955, -1.633)
H (0.700, -0.251, -0.324)
H (-2.101, 2.302, -1.194)
H (-0.953, 1.933, -2.232)
C (-1.071, -2.421, 0.250)
C (-0.022, -1.906, 1.347)
H (-1.427, -3.318, 0.654)
H (-1.899, -1.786, 0.086)
H (-0.629, -2.704, -0.751)
H (0.466, -1.028, 0.891)
H (0.731, -2.819, 1.326)
H (-0.385, -1.709, 2.334)

- HOMO level: -10.08 eV
- 2S+1: 1
- Energy relative to the best compared isomer or geometry (same formula, charge and spin): 174.6 kJ/mol
- SMILES: CCC(N)=O.CC


No. 6
A cluster of 2 separate species, C5H13NO in total at a distorted geometry. Source: the Open Molecules 2025 dataset; level of theory: ωB97M-V with the def2-TZVPD basis set.

Geometry (Å):
C (-1.242, -0.899, -1.567)
C (-0.692, -0.514, -0.381)
C (0.006, -1.508, 0.518)
C (-0.928, -2.012, 1.588)
N (-0.919, 0.809, -0.001)
C (-0.997, 1.809, -1.091)
H (-0.726, -1.430, -2.363)
H (-2.223, -0.564, -1.896)
H (0.919, -1.035, 0.849)
H (0.411, -2.223, -0.204)
H (-1.437, -1.207, 2.108)
H (-0.416, -2.609, 2.342)
H (-1.710, -2.626, 1.155)
H (-1.446, 1.170, 0.782)
H (-1.992, 1.804, -1.534)
H (-0.579, 2.753, -0.750)
H (-0.414, 1.404, -1.919)
O (3.986, 1.823, 0.689)
H (3.503, 1.867, -0.139)
H (3.617, 1.126, 1.231)

- HOMO level: -7.95 eV
- 2S+1: 1
- Energy relative to the best compared isomer or geometry (same formula, charge and spin): 261.3 kJ/mol
- SMILES: C=C(CC)NC.O


No. 7
An isolated molecule of C5H13NO at a distorted geometry. Source: the Open Molecules 2025 dataset; level of theory: ωB97M-V with the def2-TZVPD basis set.

Geometry (Å):
C (0.852, -1.867, 1.516)
C (0.108, -2.142, 0.107)
C (-1.127, -1.115, 0.137)
N (-1.079, 0.199, 0.637)
C (-0.867, 1.321, -0.446)
C (0.513, 1.209, -1.090)
O (1.360, 2.270, -0.745)
H (1.579, -1.088, 1.442)
H (0.198, -1.338, 2.277)
H (1.251, -2.808, 1.978)
H (-0.210, -3.077, -0.236)
H (0.827, -1.875, -0.549)
H (-1.673, -0.999, -0.887)
H (-1.980, -1.608, 0.759)
H (-0.317, 0.511, 1.331)
H (-1.552, 1.398, -1.317)
H (-1.047, 2.364, 0.008)
H (0.968, 0.252, -1.045)
H (0.325, 1.228, -2.197)
H (1.422, 3.053, -1.409)

- HOMO level: -8.44 eV
- 2S+1: 1
- Energy relative to the best compared isomer or geometry (same formula, charge and spin): 332.7 kJ/mol
- SMILES: CCCNCCO


No. 8
An isolated molecule of C5H13NO at a distorted geometry. Source: the Open Molecules 2025 dataset; level of theory: ωB97M-V with the def2-TZVPD basis set.

Geometry (Å):
C (1.745, -1.319, -1.518)
C (1.175, -1.245, -0.069)
C (0.775, 0.201, 0.435)
C (-0.685, 0.493, -0.020)
N (-1.529, -0.392, 0.802)
C (-1.105, 1.904, 0.414)
O (-2.516, 2.064, 0.486)
H (1.451, -2.251, -2.022)
H (1.500, -0.397, -2.059)
H (2.843, -1.417, -1.340)
H (0.366, -1.995, 0.005)
H (1.821, -1.705, 0.698)
H (0.811, 0.133, 1.532)
H (1.512, 1.039, 0.224)
H (-0.672, 0.489, -1.104)
H (-1.006, -1.235, 1.027)
H (-2.351, -0.737, 0.317)
H (-0.573, 2.226, 1.318)
H (-0.804, 2.783, -0.234)
H (-2.758, 1.363, 1.109)

- HOMO level: -9.70 eV
- 2S+1: 1
- Energy relative to the best compared isomer or geometry (same formula, charge and spin): 149.4 kJ/mol
- SMILES: CCC[C@@H](N)CO


No. 9
A cluster of 2 separate species, C5H13NO in total at a distorted geometry. Source: the Open Molecules 2025 dataset; level of theory: ωB97M-V with the def2-TZVPD basis set.

Geometry (Å):
C (-1.228, 1.587, -2.237)
C (-1.114, 0.956, -0.852)
C (-2.057, -0.216, -0.746)
N (-1.473, -1.432, -0.882)
O (-3.258, -0.083, -0.639)
H (-2.107, 2.205, -2.406)
H (-1.234, 0.811, -2.998)
H (-0.373, 2.220, -2.469)
H (-0.086, 0.614, -0.736)
H (-1.322, 1.645, -0.043)
H (-2.013, -2.266, -1.041)
H (-0.477, -1.580, -0.894)
C (1.309, -0.644, 2.070)
C (2.836, -0.500, 1.909)
H (1.108, -1.136, 3.012)
H (0.861, 0.332, 1.947)
H (0.886, -1.274, 1.284)
H (3.282, -0.245, 2.878)
H (3.106, 0.377, 1.324)
H (3.354, -1.372, 1.520)

- HOMO level: -9.71 eV
- 2S+1: 1
- Energy relative to the best compared isomer or geometry (same formula, charge and spin): 21.8 kJ/mol
- SMILES: CCC(N)=O.CC


No. 10
A cluster of 2 separate species, C5H13NO in total at a distorted geometry. Source: the Open Molecules 2025 dataset; level of theory: ωB97M-V with the def2-TZVPD basis set.

Geometry (Å):
C (-0.959, -1.678, 0.781)
C (0.156, -0.558, 0.865)
C (1.141, -1.017, -0.216)
C (1.960, 0.296, -0.467)
C (0.607, 1.140, -0.772)
N (-0.293, 0.727, 0.296)
H (-0.420, -2.533, 1.097)
H (-1.794, -1.618, 1.460)
H (-1.508, -1.673, -0.105)
H (0.656, -0.547, 1.890)
H (0.592, -1.398, -1.116)
H (1.867, -1.821, 0.113)
H (2.627, 0.170, -1.282)
H (2.421, 0.737, 0.502)
H (0.937, 2.188, -0.980)
H (0.211, 0.686, -1.688)
H (-0.171, 1.442, 1.010)
O (-3.010, 1.657, -0.560)
H (-2.159, 1.195, -0.363)
H (-2.860, 2.605, -0.464)

- HOMO level: -9.38 eV
- 2S+1: 1
- Energy relative to the best compared isomer or geometry (same formula, charge and spin): 176.7 kJ/mol
- SMILES: C[C@H]1CCCN1.O


No. 11
An isolated molecule of C5H13NO at a distorted geometry. Source: the Open Molecules 2025 dataset; level of theory: ωB97M-V with the def2-TZVPD basis set.

Geometry (Å):
C (2.155, 1.603, 1.550)
N (0.962, 0.895, 1.013)
C (1.265, 0.371, -0.311)
C (0.034, -0.008, -1.154)
C (-1.177, -0.520, -0.356)
C (-1.065, -1.893, 0.235)
O (-2.332, -0.449, -1.218)
H (2.366, 2.575, 1.111)
H (3.086, 1.045, 1.379)
H (1.954, 1.657, 2.618)
H (0.829, 0.167, 1.688)
H (1.998, -0.440, -0.391)
H (1.699, 1.194, -0.885)
H (-0.309, 0.877, -1.683)
H (0.324, -0.815, -1.832)
H (-1.339, 0.236, 0.417)
H (-1.849, -2.593, -0.056)
H (-0.153, -2.380, -0.133)
H (-1.078, -1.962, 1.323)
H (-2.880, 0.321, -1.031)

- HOMO level: -9.15 eV
- 2S+1: 1
- Energy relative to the best compared isomer or geometry (same formula, charge and spin): 145.7 kJ/mol
- SMILES: CNCC[C@H](C)O


No. 12
A cluster of 2 separate species, C5H13NO in total at a distorted geometry. Source: the Open Molecules 2025 dataset; level of theory: ωB97M-V with the def2-TZVPD basis set.

Geometry (Å):
C (-0.745, -1.342, 1.367)
N (-0.017, -0.796, 0.517)
C (0.331, 0.699, 1.100)
C (0.802, 1.554, -0.041)
C (-0.309, 1.611, -1.159)
C (-1.634, 1.906, -0.576)
H (-1.173, -2.343, 1.265)
H (-1.380, -0.649, 1.987)
H (-0.706, 0.974, 1.402)
H (1.011, 0.772, 1.956)
H (1.696, 1.114, -0.545)
H (1.095, 2.565, 0.319)
H (-0.503, 0.593, -1.589)
H (0.087, 2.291, -1.946)
H (-1.866, 1.019, 0.333)
H (-1.464, 2.747, 0.085)
H (-2.243, 1.954, -1.350)
O (1.493, -3.218, -1.069)
H (1.325, -2.350, -0.680)
H (1.618, -3.934, -0.445)

- HOMO level: -9.96 eV
- 2S+1: 1
- Energy relative to the best compared isomer or geometry (same formula, charge and spin): 341.7 kJ/mol
- SMILES: C=NCCCC.O